7 unconnected molecules or ions with the total composition C31H49BrClF3O9, computed with ωB97M-V/def2-TZVPD.

Geometry (Å):
C1 -0.29887 -5.01576 1.49852
C2 -1.51692 -4.48307 0.73157
C3 -1.07511 -3.67538 -0.51107
Cl1 -1.74345 -4.36138 -2.03346
C4 -1.34007 -2.19197 -0.39863
C5 -2.53333 -1.56414 -0.41166
C6 -3.87102 -2.23875 -0.52469
C7 -4.42591 -2.69370 0.84582
C8 -4.08292 -1.77572 2.00458
Br1 -6.38206 -2.78260 0.71815
C9 -2.58595 -0.04851 -0.34230
O1 -3.52807 0.54168 -0.83054
C10 -1.45253 0.65046 0.29939
C11 -1.54901 2.04026 0.87136
F1 -0.88072 2.91813 0.10331
F2 -1.00310 2.09438 2.09242
F3 -2.78966 2.49507 0.98968
C12 -0.26582 0.01088 0.33293
O2 0.84714 0.50408 0.87771
C13 -0.11937 -1.35223 -0.28339
O3 0.99128 -1.70124 -0.64366
H1 0.35088 -5.60864 0.85146
H2 -0.61564 -5.59609 2.36612
H3 0.29829 -4.17717 1.87688
H4 -2.14543 -5.31808 0.42214
H5 -2.07995 -3.84261 1.41543
H6 0.00307 -3.78826 -0.62780
H7 -3.82979 -3.08177 -1.21249
H8 -4.57623 -1.51675 -0.94368
H9 -4.15055 -3.72506 1.04038
H10 -4.49171 -2.16786 2.93788
H11 -4.51219 -0.78232 1.83911
H12 -2.99879 -1.67834 2.13574
H13 1.61952 0.13822 0.41273
C14 -5.66916 5.82071 -1.92642
C15 -5.81509 4.32486 -1.75751
C16 -4.59498 3.57691 -1.27965
O4 -6.86000 3.76541 -1.99367
H14 -6.60897 6.24465 -2.27188
H15 -5.39100 6.27870 -0.97570
H16 -4.88314 6.04013 -2.65109
H17 -4.28098 3.96492 -0.31132
H18 -3.77826 3.72301 -1.99019
H19 -4.81084 2.51857 -1.19327
C17 4.98876 1.62030 4.23428
C18 3.67947 1.31790 3.55173
C19 3.00981 2.46419 2.83217
O5 3.19028 0.21125 3.56874
H20 5.36943 0.71720 4.70604
H21 5.71919 1.97657 3.50699
H22 4.84526 2.39339 4.99172
H23 3.66922 2.84564 2.05020
H24 2.79791 3.27725 3.52837
H25 2.07850 2.12039 2.38821
C20 -5.27354 -5.10876 4.77379
C21 -4.90706 -5.77226 3.47018
C22 -5.50538 -7.13026 3.20556
O6 -4.17306 -5.23651 2.67091
H26 -4.78348 -4.14065 4.84490
H27 -6.35464 -4.97302 4.83054
H28 -4.96421 -5.73497 5.61218
H29 -6.59438 -7.06359 3.21067
H30 -5.20351 -7.83023 3.98644
H31 -5.16995 -7.49724 2.23878
C23 9.34948 0.65914 4.53439
C24 8.58451 0.23007 3.30564
C25 8.75321 -1.20397 2.86760
O7 7.86968 0.99687 2.70407
H32 9.14528 1.70573 4.74678
H33 9.05406 0.04954 5.39002
H34 10.42028 0.52306 4.37477
H35 8.43641 -1.87778 3.66540
H36 9.80272 -1.40699 2.64827
H37 8.15459 -1.38837 1.97917
C26 1.24854 1.27291 -4.36115
C27 1.98542 2.29018 -3.52717
C28 1.34188 2.69624 -2.22224
O8 3.04083 2.76040 -3.88410
H38 1.80226 1.07638 -5.27589
H39 1.12407 0.34726 -3.79449
H40 0.25679 1.65012 -4.61775
H41 1.21118 1.82052 -1.58452
H42 0.35718 3.12782 -2.40703
H43 1.96684 3.42534 -1.71170
C29 3.69345 4.07303 -6.82664
C30 2.67389 3.45349 -7.74930
C31 2.24999 4.27644 -8.94389
O9 2.21094 2.35410 -7.54876
H44 3.91268 3.39458 -6.00760
H45 4.60855 4.29606 -7.37902
H46 3.30381 5.00784 -6.41930
H47 3.11634 4.50155 -9.56801
H48 1.81728 5.22154 -8.61151
H49 1.51564 3.72672 -9.52772

HOMO level	-0.3389	hartree
orbital gap	7.53	eV
LUMO level	-1.695	eV
structure (SMILES)	CC[C@@H](Cl)C1=C(C[C@@H](C)Br)C(=O)C(C(F)(F)F)=C(O)C1=O.CC(C)=O.CC(C)=O.CC(C)=O.CC(C)=O.CC(C)=O.CC(C)=O